[1]
Molecular formula: C8H29BeN2Si2
Method: DFT, ωB97M-V with the def2-TZVPD basis set

Properties
relative energy (zero: lowest compared OMol25 entry of this formula, charge and spin): 45.25 kcal per mole
total charge: -1
frontier orbital gap: 0.1162 Ha
2S+1: 1

Cartesian coordinates (Å):
C 0.230354 -1.894001 -2.955606
Be -0.440500 -0.702699 -1.926855
N -2.768170 0.980498 -0.490750
N -0.679562 0.795989 -2.767477
H -2.420973 1.895452 -0.173657
H -1.868156 0.393248 -0.537115
H 0.099597 -2.886604 -2.524464
H 1.283036 -1.834041 -3.276306
H -0.374374 -1.937564 -3.866574
H -0.431144 1.638141 -2.210163
H -1.559874 0.951091 -3.280181
H 0.060524 0.682428 -3.470417
H -3.236432 0.999075 -1.390139
H -3.430847 0.652531 0.201469
C -1.672952 -1.089083 1.911281
Si -0.065620 -1.461872 1.007283
C 1.278653 -1.515970 2.331764
C -0.173629 -3.207656 0.326670
C 0.257237 -0.220998 -0.361255
Si 0.948714 1.383051 0.392662
C 2.759423 1.202955 0.854194
C 0.915220 2.896988 -0.730015
C 0.053534 1.919027 1.960699
H -1.683157 -1.737926 2.800248
H -2.557319 -1.351628 1.313638
H -1.757082 -0.055304 2.270719
H 1.086071 -2.399747 2.959658
H 2.280367 -1.631566 1.896972
H 1.291732 -0.638431 2.991248
H -1.078188 -3.354001 -0.278244
H 0.693768 -3.453244 -0.300704
H -0.202061 -3.926027 1.159570
H 1.233046 -0.612898 -0.766428
H 3.368321 1.005262 -0.040752
H 3.081002 2.165339 1.283466
H 2.950050 0.413713 1.592206
H -0.083112 3.323033 -0.909396
H 1.485432 3.669462 -0.187295
H 1.439377 2.748592 -1.685518
H -0.966788 2.285218 1.770335
H 0.017321 1.147727 2.741050
H 0.637161 2.762442 2.364176

Atomic forces in eV per Å
-0.45 -0.74 -0.27
0.52 1.10 0.31
1.94 -0.61 0.72
0.01 0.63 -0.60
-0.23 1.09 -0.21
-1.13 0.00 -0.01
0.15 -0.28 0.09
-0.11 0.23 0.19
0.06 0.04 -0.26
-0.58 -0.61 -0.54
0.43 0.04 0.35
-0.10 0.21 -0.15
-0.37 0.23 -1.12
-0.57 -0.60 0.65
-0.10 -0.33 0.32
0.07 0.49 -0.49
0.12 -0.26 0.30
-0.02 -0.31 0.06
1.07 -0.26 1.07
-0.86 -0.77 -0.38
0.26 0.06 0.04
0.26 0.41 0.11
0.12 0.29 0.24
-0.11 0.09 -0.05
0.22 0.15 0.14
-0.06 -0.24 -0.20
0.08 0.17 -0.04
-0.20 -0.02 0.06
0.01 -0.17 -0.17
0.18 0.06 0.08
-0.16 0.08 0.13
-0.03 0.08 -0.15
-0.30 0.00 0.10
-0.09 0.03 0.22
0.06 -0.23 -0.09
-0.04 0.23 -0.22
0.23 -0.21 -0.04
-0.12 -0.05 -0.13
-0.20 -0.01 0.12
0.26 -0.12 0.07
-0.02 0.19 -0.22
-0.21 -0.08 0.00

[2]
Molecular formula: C8H29Br3O7
Method: DFT, ωB97M-V with the def2-TZVPD basis set

Properties
frontier orbital gap: 0.3675 Ha
2S+1: 1

Cartesian coordinates (Å):
C 8.432054 -14.160673 13.740558
O 9.733239 -14.757756 13.758851
H 8.498080 -13.117101 13.473930
H 7.766525 -14.765161 13.059020
H 8.043842 -14.202547 14.734819
H 10.298475 -14.052791 14.163824
C 2.682657 -11.513278 12.560481
O 3.727484 -12.457272 12.719741
H 2.286848 -11.316911 13.557102
H 3.069956 -10.543742 12.208686
H 1.875135 -11.955279 12.005524
H 3.450574 -13.250070 13.144741
C 7.318293 -10.028505 5.513751
O 7.570311 -8.649587 5.427078
H 6.699899 -10.245310 6.370767
H 6.705571 -10.433539 4.683898
H 8.289720 -10.443575 5.423681
H 6.844225 -8.190646 5.851400
C 7.420324 -13.763065 8.560083
O 8.864793 -13.834147 8.646175
H 7.049941 -12.712673 8.386870
H 7.124512 -14.429379 7.744337
H 6.971539 -14.164513 9.471240
H 9.180786 -13.991387 9.540990
C 9.569280 -8.379724 16.976391
O 9.474717 -8.456696 15.559465
H 9.999574 -7.370195 17.181559
H 8.550691 -8.405997 17.432304
H 10.275586 -9.185142 17.370067
H 8.739169 -9.019629 15.348657
C 11.246815 -13.332450 10.631869
O 9.982583 -13.910640 11.104546
H 11.018744 -12.969363 9.602465
H 11.445309 -12.428428 11.193969
H 12.115214 -13.971406 10.658479
H 10.088201 -14.441795 11.941302
C 11.041064 -11.656380 15.600927
O 11.188143 -12.499022 14.452312
H 10.573897 -10.715563 15.337488
H 10.424184 -12.240175 16.262133
H 11.989206 -11.446959 16.157630
H 11.845902 -12.161162 13.811361
C 7.868944 -11.013432 11.214395
Br 6.178072 -11.189393 11.952426
Br 9.238040 -10.275256 12.475859
Br 7.656625 -9.869038 9.730326
H 8.286746 -11.935771 10.865296

Atomic forces in eV per Å
-0.16 -1.14 -0.56
0.34 0.76 0.03
-0.15 0.31 -0.52
0.73 0.85 0.60
-0.64 -0.10 0.75
-0.15 -0.71 -0.42
-0.04 -0.22 1.61
1.14 1.05 -0.97
-0.28 0.31 0.12
-0.08 -0.74 -0.38
-0.33 0.30 -0.81
-0.63 -0.68 0.47
-1.14 0.14 -1.05
-0.27 0.80 -0.09
0.52 -0.50 0.81
0.30 0.42 -0.13
0.64 -1.11 0.58
-0.04 0.23 -0.09
0.91 0.12 0.23
-0.95 0.47 -0.96
0.45 -0.98 0.10
-0.12 0.33 -0.03
-0.12 0.15 0.06
-0.37 -0.16 0.51
0.48 0.35 0.27
0.33 0.15 0.15
-0.20 -0.88 0.12
0.87 -0.23 -0.05
-1.06 0.96 -0.21
-0.44 -0.37 -0.33
-1.83 0.69 -0.36
1.29 -0.26 0.22
0.41 -0.56 0.61
0.19 0.21 0.39
-0.01 -0.55 -0.02
0.07 0.67 -0.65
0.89 -0.16 0.06
0.82 0.25 -0.32
-0.17 0.20 0.00
-0.41 0.05 0.35
-0.49 -0.26 -0.69
-0.60 -0.07 0.68
1.12 0.91 0.27
-0.74 -0.82 1.06
-0.65 -0.32 -0.43
0.50 0.65 -1.03
0.08 -0.53 0.06

[3]
Molecular formula: C8H30BCsN4O5
Method: DFT, ωB97M-V with the def2-TZVPD basis set

Properties
relative energy (zero: lowest compared OMol25 entry of this formula, charge and spin): 649.01 kcal per mole
frontier orbital gap: 0.3027 Ha
2S+1: 1

Cartesian coordinates (Å):
Cs 2.011211 -0.187825 2.120100
B 0.464771 0.040905 0.282890
H 0.146311 0.218535 1.298410
H 1.355481 -0.565685 0.228940
H -0.335179 -0.475575 -0.224630
H 0.659691 1.000655 -0.170020
C 3.064111 1.410025 -0.101380
O 2.846311 2.026345 0.918360
N 2.251631 0.700315 -0.803600
N 4.190801 1.393205 -0.772270
H 1.346391 0.522465 -0.392500
H 2.476841 0.447615 -1.755190
H 4.386281 0.887775 -1.624570
H 4.965141 1.962035 -0.460940
C 1.220201 -1.893705 -1.825830
O 1.204051 -2.767955 -2.661000
N 1.564031 -2.042185 -0.572130
N 0.649911 -0.739665 -1.942880
H 1.422801 -1.251595 0.040340
H 1.724461 -2.951725 -0.163360
H 0.619931 -0.175735 -1.105510
H 0.149681 -0.505855 -2.788580
C -0.287659 -2.768415 1.523630
C -1.467079 -2.173755 0.790510
O -1.538399 -0.740585 1.186180
H -0.589959 -2.969545 2.551370
H 0.560061 -2.090115 1.620450
H 0.032551 -3.723145 1.106430
H -2.371599 -2.780765 0.828950
H -1.226609 -2.110615 -0.270750
H -0.788559 -0.373545 0.712220
C -2.373729 1.022435 -2.521780
C -1.155809 0.460335 -1.700480
O -0.951609 1.245095 -0.524180
H -3.293469 0.943895 -1.942120
H -2.339649 0.336945 -3.368560
H -2.231189 2.067115 -2.798230
H -0.308489 0.439595 -2.385840
H -1.491849 -0.516445 -1.352530
H -0.244899 0.839285 -0.016760
C -1.736199 2.445565 1.618450
C -2.084009 1.488545 2.715370
O -1.035869 0.538865 2.715590
H -0.777869 2.964455 1.596660
H -2.419439 3.293115 1.672630
H -1.959809 2.061785 0.623060
H -3.020509 0.954825 2.553480
H -2.177929 2.035765 3.653370
H -1.105269 0.056955 1.888210

Atomic forces in eV per Å
5.19 -0.31 7.52
0.47 -5.90 6.60
-0.22 1.54 1.28
-0.87 6.68 2.70
-0.02 -2.40 -1.51
0.11 3.52 1.33
1.03 0.92 -2.24
-0.14 1.03 1.79
3.59 -0.05 -4.64
5.79 1.64 -0.43
4.53 1.60 -2.36
0.26 0.08 0.47
-0.47 0.03 0.44
-0.13 0.01 0.08
-0.40 -2.80 -0.54
0.42 -1.12 -1.48
3.53 -5.79 1.41
2.50 -0.39 -4.60
0.39 -7.10 -1.74
0.18 -0.02 -0.77
-0.92 -1.37 -3.69
1.71 -2.07 -0.07
-0.53 -0.79 1.13
1.33 1.77 -0.63
-7.32 -8.25 -2.64
-0.03 -0.04 0.18
-0.57 -0.56 -0.39
0.06 0.07 -0.14
-0.22 0.66 0.68
0.02 -0.45 -0.22
-1.18 -1.05 -0.65
1.22 -0.58 1.16
-4.85 4.00 -0.34
-5.95 3.72 -5.32
-0.05 -0.15 -0.19
-0.73 0.36 -0.43
0.13 -0.15 -0.21
-2.76 3.28 0.95
0.15 -0.20 -0.60
-5.14 5.10 -0.98
-2.34 2.00 -0.74
1.32 0.10 -0.21
1.46 3.34 5.69
0.43 -0.70 0.46
-0.38 0.39 0.22
0.17 0.10 0.86
-0.29 0.18 -0.24
0.31 -0.37 0.35
-0.85 0.54 2.66

[4]
Molecular formula: C8H30BrO7
Method: DFT, ωB97M-V with the def2-TZVPD basis set

Properties
total charge: -1
frontier orbital gap: 0.2570 Ha
2S+1: 1

Cartesian coordinates (Å):
Br 1.423803 -0.286430 0.120986
C -2.733977 0.568360 -6.706494
C -1.797257 0.862680 -5.564564
O -0.803307 -0.113790 -5.567184
H -3.645037 0.029030 -6.447284
H -2.194817 -0.047200 -7.426564
H -2.955347 1.500510 -7.226294
H -2.424017 0.811250 -4.674274
H -1.157607 1.739880 -5.661894
H -0.560347 -0.231730 -4.645954
C -0.126047 -0.628480 8.672796
C 0.630413 -0.814710 7.261616
O -0.318387 -0.681790 6.272636
H 0.583313 -1.132160 9.329466
H -1.059427 -1.191410 8.676446
H -0.409657 0.379280 8.976226
H 1.131503 -1.782610 7.274466
H 1.438013 -0.117960 7.037086
H 0.085113 -0.999530 5.461566
C 0.503183 7.058360 -2.306974
C 0.182683 5.863510 -1.352994
O 0.587593 5.998290 -0.009494
H 0.322813 8.053070 -1.899384
H -0.038297 7.095320 -3.252234
H 1.589793 7.144280 -2.306404
H 0.665393 4.935240 -1.658614
H -0.873537 5.620050 -1.237924
H 0.968583 5.207610 0.379456
C -2.794607 -4.170010 -1.659634
C -3.547947 -3.684620 -0.411064
O -3.356347 -2.316550 -0.230124
H -1.726357 -3.954090 -1.677674
H -3.119457 -3.584030 -2.519404
H -3.037677 -5.201190 -1.915904
H -3.146117 -4.246210 0.432296
H -4.612167 -3.907900 -0.486424
H -2.462927 -2.077410 -0.487424
O 2.864683 -5.821090 -0.099484
H 2.264813 -5.102530 0.100686
H 3.515063 -5.793310 0.602276
O 4.652593 1.425650 4.171476
H 5.085643 0.587910 4.335446
H 3.956653 1.218040 3.547926
O 5.860823 -2.795060 -1.820824
H 5.432603 -1.974220 -1.577744
H 5.155613 -3.442290 -1.822604

Atomic forces in eV per Å
0.02 -0.10 0.01
0.34 0.52 -1.15
-0.22 -0.06 -0.19
0.57 -1.83 0.74
0.07 0.19 0.22
0.03 -0.04 -0.07
-0.48 -0.03 -0.04
0.47 0.50 0.48
-1.21 1.03 0.01
0.46 -0.29 0.03
1.42 -0.72 -1.57
-0.61 0.71 2.08
-0.84 -0.40 -1.16
-0.31 0.44 0.76
0.16 -0.26 -0.30
0.59 0.09 -0.18
-0.30 -0.47 0.02
0.15 0.50 0.73
-0.24 0.14 -0.40
0.48 0.16 1.86
-0.55 -0.98 -0.04
0.69 1.78 1.02
-0.81 -0.12 0.73
0.49 -0.72 -0.12
0.18 -0.48 -1.07
-0.06 0.14 -0.97
-0.37 0.31 -0.88
-0.06 -0.15 -0.52
-0.83 0.52 -0.71
1.30 -0.87 -0.66
-0.57 0.74 0.19
0.15 -0.46 0.67
-0.43 0.10 -0.11
0.37 -0.15 0.22
-0.11 -0.09 0.38
-0.04 0.21 -0.06
0.22 0.04 0.12
0.04 -0.27 -0.18
-0.19 0.32 0.00
0.16 0.04 0.15
0.14 0.22 0.25
0.09 -0.19 -0.01
-0.27 -0.05 -0.31
0.37 -0.11 -0.09
-0.21 0.26 0.10
-0.24 -0.14 0.02

- Number 3 is which compound?
  C8H30BCsN4O5